Here is a structure of composition C53H41BrF4GeIN2O4PSm at a distorted geometry from the Open Molecules 2025 dataset. Energies are from ωB97M-V with the def2-TZVPD basis set.

```
109
Properties=species:S:1:pos:R:3:forces:R:3:mulliken_charge:R:1
Sm -0.386 1.121 1.396 0.166 0.873 -1.153 1.11
C -0.375 4.438 -2.566 -2.138 -0.497 0.314 -1.11
C -0.609 5.030 -1.215 0.640 -1.170 0.495 0.54
N -0.813 6.314 -1.222 0.337 -1.311 -3.228 -0.53
C -0.876 7.047 -0.189 0.175 1.594 3.889 -0.94
C -0.759 6.518 1.099 -0.081 0.611 -0.962 0.74
C -0.878 7.524 2.222 -0.430 1.578 -0.370 -1.03
O -2.234 7.608 2.679 0.099 -2.432 -1.968 -0.51
C -0.606 5.097 1.210 0.948 -0.436 -1.442 0.07
C -0.560 4.538 2.492 -0.889 -1.967 -0.628 -0.51
N -0.559 3.232 2.641 -0.731 0.092 1.000 0.39
C -0.861 2.556 3.861 1.135 1.711 -0.502 0.99
C -0.321 2.945 5.095 1.836 -0.097 -0.882 -0.44
C -0.187 2.002 6.100 -1.091 0.272 1.581 -0.65
C -0.917 0.812 6.012 0.326 -0.460 -0.933 -0.80
C -1.507 0.494 4.795 -0.193 -0.866 1.463 -0.44
C -1.505 1.320 3.707 -1.502 1.410 0.008 -0.83
I -3.470 1.502 2.649 1.438 -0.422 0.218 0.21
C -0.496 4.229 0.007 -1.803 1.358 -0.353 0.21
O -0.574 2.908 -0.091 1.033 1.076 1.090 -0.42
H 0.261 3.586 -2.419 0.647 -0.302 -0.584 0.21
H -0.050 5.262 -3.209 0.150 -0.654 -0.061 0.40
H -1.374 4.022 -2.927 1.223 0.494 0.129 0.22
H -0.918 8.125 -0.362 -0.312 -0.182 0.302 0.34
H -0.698 8.568 1.854 0.497 -1.047 -0.304 0.37
H -0.167 7.406 3.029 0.129 -0.495 0.398 0.46
H -2.259 8.108 3.447 -0.084 1.547 2.247 0.31
H -0.729 5.203 3.297 -0.122 0.476 1.178 0.80
H 0.259 3.888 5.120 -0.486 -0.610 0.100 0.33
H 0.336 2.225 7.052 -0.365 0.040 -0.806 0.42
H -1.083 0.097 6.814 0.599 0.253 0.028 0.45
H -1.983 -0.446 4.708 -0.787 -0.735 0.056 0.55
F 5.509 -2.788 -2.022 -0.275 0.625 1.418 -0.28
C 5.048 -2.031 -0.993 -2.401 0.734 -3.288 0.09
C 5.771 -1.716 0.100 1.164 -0.598 -0.580 0.25
F 7.013 -2.176 0.190 -0.271 0.113 0.433 -0.26
C 5.222 -0.859 1.018 1.521 1.004 2.912 0.76
F 6.073 -0.542 2.071 -1.297 -0.502 -0.972 -0.36
C 3.986 -0.292 0.962 -2.230 -0.131 -2.204 -0.63
P 2.884 0.348 2.271 -0.881 -0.966 -0.660 0.92
C 3.676 1.831 2.721 0.390 0.535 0.090 0.59
C 4.638 2.354 1.887 1.533 0.104 -0.457 -0.57
C 5.385 3.434 2.278 -0.249 1.728 0.131 -0.75
C 5.032 4.193 3.456 0.205 -1.966 -2.511 -0.68
C 3.999 3.701 4.227 -0.034 0.106 0.175 -0.93
C 3.320 2.507 3.850 1.078 1.802 0.680 -0.46
C 3.137 -0.886 3.524 -0.823 -1.097 1.040 0.32
C 2.314 -2.041 3.525 -1.633 0.780 -0.305 -0.35
C 2.255 -2.877 4.633 0.522 -0.654 -0.050 -0.60
C 3.180 -2.780 5.653 0.871 2.636 0.110 -0.74
C 3.959 -1.593 5.681 -0.363 -1.010 -1.229 -0.66
C 3.902 -0.665 4.655 -0.461 -0.920 -0.198 -0.35
C 3.272 -0.462 -0.288 1.208 -0.164 0.944 0.29
Br 1.688 0.671 -0.603 1.454 -0.989 -1.251 0.01
C 3.814 -1.304 -1.258 -0.077 -0.083 1.359 0.07
F 3.132 -1.482 -2.368 0.410 -0.303 -0.494 -0.05
H 4.911 1.884 0.941 -0.174 0.013 0.336 0.42
H 6.152 3.768 1.554 -0.375 0.052 0.821 0.39
H 5.516 5.140 3.564 0.215 0.275 0.690 0.45
H 3.805 4.303 5.122 -0.572 -0.617 -0.194 0.41
H 2.525 2.111 4.414 -0.841 -0.255 1.045 0.91
H 1.489 -2.165 2.772 1.109 0.154 0.453 0.26
H 1.526 -3.660 4.759 -0.227 -0.183 -0.623 0.45
H 3.234 -3.458 6.474 -0.092 -0.481 0.322 0.45
H 4.739 -1.353 6.343 0.485 -0.314 1.493 0.45
H 4.466 0.217 4.748 0.747 0.949 0.034 0.55
O -1.717 0.024 -0.214 0.017 1.581 -0.278 -0.67
C -1.524 -1.072 0.337 -0.916 -1.642 -1.050 0.83
O -0.789 -1.175 1.352 0.814 0.099 1.382 -0.68
C -2.151 -2.317 -0.226 1.352 -0.335 -1.426 -0.88
C -3.136 -2.178 -1.406 -1.485 0.424 2.325 -0.55
Ge -2.655 -2.990 -3.044 -1.811 -0.828 -1.700 1.15
C -0.923 -2.469 -3.659 1.680 -1.526 0.187 0.57
C 0.291 -3.214 -3.765 -0.968 1.422 0.481 -0.52
C 1.428 -2.735 -4.392 -0.354 -1.690 0.400 -0.51
C 1.395 -1.528 -5.075 0.842 0.515 -1.042 -0.45
C 0.192 -0.838 -5.107 -1.022 -1.153 1.505 -1.11
C -0.940 -1.294 -4.300 1.620 2.747 -2.849 -0.43
C -3.150 -4.914 -3.057 1.255 0.150 0.614 0.35
C -3.217 -5.571 -4.279 0.094 -0.041 -2.041 -0.23
C -3.367 -6.972 -4.348 0.340 1.979 -0.465 -0.73
C -3.439 -7.689 -3.198 -0.245 -1.397 0.169 -0.34
C -3.351 -7.079 -1.971 -0.514 1.411 -0.079 -0.72
C -3.181 -5.690 -1.876 0.798 -0.191 -0.280 -0.28
C -3.871 -2.251 -4.495 -0.514 0.082 1.277 0.06
C -5.141 -1.735 -4.234 -0.446 -0.698 1.057 -0.60
C -6.061 -1.492 -5.264 -0.845 1.152 0.762 -0.49
C -5.797 -1.814 -6.588 0.568 0.089 -0.140 -0.49
C -4.490 -2.272 -6.847 -0.994 -0.120 -0.855 -0.67
C -3.580 -2.424 -5.827 1.607 -0.659 -0.587 -0.17
H -2.573 -2.887 0.590 0.000 -0.154 0.245 0.57
H -1.293 -2.916 -0.640 -0.297 0.406 0.899 0.29
H -3.420 -1.134 -1.644 0.202 -0.430 0.434 0.50
H -4.019 -2.691 -0.941 0.140 0.577 -1.194 0.35
H 0.281 -4.112 -3.226 0.416 -1.518 0.339 0.55
H 2.254 -3.466 -4.435 -0.104 0.937 0.017 0.43
H 2.337 -1.221 -5.637 -1.609 -0.194 0.620 0.33
H -0.005 -0.049 -5.795 0.229 0.812 -0.129 0.55
H -1.839 -0.689 -4.388 0.071 -0.058 0.125 0.60
H -3.082 -5.015 -5.289 -0.433 -0.822 1.998 0.11
H -3.394 -7.445 -5.303 -0.029 -0.293 -0.499 0.43
H -3.542 -8.774 -3.268 -0.087 0.272 0.171 0.35
H -3.586 -7.649 -1.116 0.384 -0.599 1.082 0.38
H -2.839 -5.270 -0.908 -0.869 -0.075 -0.558 0.21
H -5.505 -1.677 -3.171 0.418 0.366 -1.160 0.19
H -6.965 -0.915 -4.953 0.454 -0.946 -0.537 0.31
H -6.544 -1.688 -7.405 0.715 -0.052 0.837 0.35
H -4.210 -2.575 -7.861 -0.047 0.291 0.338 0.37
H -2.557 -2.746 -6.069 -0.427 0.029 -0.183 0.43
```
Forces are in eV/Å.

Output
Total charge: +1
Spin multiplicity: 6
Gap between HOMO and LUMO (spin up / spin down), hartree: 0.21832 / 0.21997
M, g/mol: 1306.7
Highest occupied orbital energy (spin up / spin down), eV: -10.4 / -10.4
Lowest unoccupied orbital energy (spin up / spin down), eV: -4.4 / -4.4